(1)
# C36H44CdN3P

A structure of composition C36H44CdN3P (ωB97M-V/def2-TZVPD, the Open Molecules 2025 dataset).

```
85
Properties=species:S:1:pos:R:3:mulliken_charge:R:1
Cd -0.158 0.841 -0.354 1.35
N 0.870 5.135 0.500 -0.59
N -1.151 0.756 -3.199 -0.33
C -1.761 -1.241 2.060 1.19
C -2.412 0.013 1.955 0.37
C -1.639 0.981 2.681 0.00
C -1.924 2.409 2.709 -2.20
H -2.982 2.610 2.555 0.48
H -1.290 2.977 1.810 -0.01
H -1.560 2.884 3.619 0.46
C -0.496 0.299 3.212 1.04
C 0.617 0.854 4.019 -1.56
H 0.681 0.333 4.989 0.45
H 0.498 1.926 4.211 0.31
H 1.588 0.700 3.521 0.10
C -0.579 -1.062 2.837 0.28
C 0.374 -2.124 3.234 -1.38
H 1.396 -1.908 2.885 0.08
H 0.075 -3.096 2.827 0.39
H 0.409 -2.215 4.331 0.25
C -3.706 0.216 1.261 -0.95
H -4.487 -0.388 1.764 0.30
H -3.662 -0.115 0.205 -0.35
H -4.019 1.273 1.284 0.40
C -2.311 -2.518 1.555 -1.10
H -1.544 -3.301 1.520 0.23
H -2.727 -2.406 0.544 -0.06
H -3.125 -2.866 2.214 0.23
C 2.011 5.635 0.155 -0.41
H 2.301 6.493 0.865 0.30
C 2.755 5.129 -0.905 -0.36
H 3.763 5.500 -1.030 0.37
C 2.250 4.100 -1.781 -0.52
H 2.826 3.841 -2.746 0.28
C 1.050 3.515 -1.376 -0.47
H 0.417 2.893 -2.084 0.58
C 0.555 3.873 0.061 1.37
C -0.139 3.089 1.048 -1.42
H -0.810 2.614 0.229 -0.02
C -1.143 -0.245 -2.315 -1.14
C -2.453 0.866 -3.610 -1.08
H -2.956 1.818 -3.704 0.34
C -2.814 -0.413 -3.888 -0.20
H -3.448 -0.807 -4.704 0.68
N -1.972 -1.210 -3.009 0.26
C -2.212 -2.470 -2.551 0.45
C -3.579 -2.813 -2.362 1.15
C -3.837 -4.158 -2.059 -1.23
H -4.880 -4.520 -2.069 0.26
C -2.785 -5.025 -1.780 1.30
C -3.042 -6.493 -1.532 -1.48
H -2.262 -6.913 -0.851 0.36
H -2.973 -7.038 -2.507 0.27
H -4.055 -6.666 -1.098 0.35
C -1.441 -4.623 -1.836 -1.09
H -0.628 -5.358 -1.655 0.25
C -1.122 -3.313 -2.207 1.37
C 0.269 -2.801 -2.302 -1.59
H 0.303 -1.868 -2.862 0.39
H 0.915 -3.524 -2.793 0.52
H 0.701 -2.589 -1.322 0.13
C -4.640 -1.781 -2.433 -1.68
H -4.771 -1.354 -3.426 0.36
H -4.490 -0.956 -1.727 0.16
H -5.602 -2.215 -2.182 0.39
C 3.710 0.130 -1.798 -1.39
P 2.790 0.333 -0.184 0.93
C 3.681 -1.015 0.729 -1.44
C 3.761 1.729 0.586 0.25
C 3.099 2.478 1.583 -0.01
C 3.720 3.576 2.178 -0.81
C 4.980 3.990 1.725 -0.49
C 5.716 3.159 0.870 -0.56
C 5.117 2.013 0.329 -0.53
H 3.198 -0.644 -2.400 0.33
H 4.745 -0.206 -1.595 0.43
H 3.711 1.073 -2.373 0.29
H 4.582 -1.298 0.159 0.44
H 3.978 -0.638 1.719 0.38
H 3.030 -1.894 0.850 0.33
H 2.074 2.216 1.875 0.04
H 3.209 4.121 2.982 0.38
H 5.389 4.952 2.044 0.34
H 6.757 3.399 0.624 0.33
H 5.716 1.346 -0.302 0.19
```

Properties
- Molecular weight: 662.16 g mol⁻¹
- Gap between HOMO and LUMO (alpha / beta): 3.38 / 3.10 eV
- Charge: -2

***

(2)
# C36H44Cl52N5O2

A cluster of 14 separate species, C36H44Cl52N5O2 in total (ωB97M-V/def2-TZVPD, the Open Molecules 2025 dataset).

```
139
Properties=species:S:1:pos:R:3:mulliken_charge:R:1
C 1.217 3.326 -1.585 -0.41
C 0.421 3.054 -2.909 -0.27
C -1.090 3.311 -2.626 -0.86
C -1.653 2.030 -1.937 0.75
C -2.066 1.022 -3.036 -1.30
C -1.854 -0.450 -2.602 0.16
C -0.387 -0.897 -2.615 -1.16
N -0.205 -2.154 -1.833 0.69
N 0.084 -1.981 -0.559 -0.72
C 0.246 -3.064 0.152 0.36
C 0.634 -2.880 1.617 -0.65
C -0.234 -1.782 2.313 -0.84
C 0.553 -0.436 2.385 -0.20
C 0.752 -0.006 3.876 -1.15
N 0.479 1.432 4.114 -0.16
C -0.870 1.599 4.565 -0.07
N -1.049 2.355 5.575 -0.63
N -1.934 0.961 3.875 0.11
C 0.085 -4.390 -0.369 0.88
C 0.239 -5.626 0.475 -1.77
C -0.886 -5.828 1.541 -1.00
C -2.100 -4.916 1.376 0.10
O -2.741 -5.104 0.123 -0.09
C -3.816 -4.174 -0.011 -0.77
C -0.230 -4.485 -1.703 -0.62
C -0.368 -3.308 -2.467 1.11
C -0.682 -3.487 -3.937 -1.79
C -2.199 -3.467 -4.300 0.02
C -2.372 -2.522 -5.523 -0.86
O -3.662 -2.570 -6.080 -0.53
H 1.459 2.362 -1.123 0.20
H 0.553 3.844 -0.885 0.16
H 2.108 3.926 -1.822 -0.09
H 0.531 1.981 -3.127 0.03
H 0.776 3.634 -3.765 0.48
H -1.232 4.182 -1.982 0.28
H -1.606 3.469 -3.584 0.30
H -2.471 2.266 -1.247 -0.03
H -0.862 1.562 -1.328 -0.28
H -1.592 1.221 -4.006 0.42
H -3.151 1.143 -3.177 0.38
H -2.199 -0.527 -1.556 0.25
H -2.526 -1.085 -3.185 0.12
H 0.061 -0.973 -3.606 0.21
H 0.179 -0.123 -2.083 0.47
H 1.699 -2.602 1.602 0.63
H 0.571 -3.833 2.142 0.28
H -0.545 -2.147 3.296 0.58
H -1.115 -1.632 1.675 0.37
H 1.530 -0.481 1.892 0.08
H -0.031 0.342 1.875 0.32
H 0.082 -0.549 4.556 0.46
H 1.770 -0.272 4.194 0.33
H 0.624 1.957 3.255 0.32
H -2.044 2.421 5.799 0.31
H -2.806 1.065 4.380 0.34
H -1.767 -0.032 3.745 -0.17
H 0.258 -6.511 -0.168 0.41
H 1.202 -5.592 0.999 0.38
H -0.484 -5.646 2.547 0.45
H -1.254 -6.861 1.566 0.49
H -1.815 -3.860 1.517 -0.19
H -2.824 -5.140 2.180 0.66
H -3.939 -3.542 0.882 0.07
H -3.626 -3.515 -0.873 0.12
H -4.774 -4.682 -0.144 0.58
H -0.384 -5.449 -2.179 0.47
H -0.308 -4.484 -4.198 0.52
H -0.101 -2.800 -4.564 0.70
H -2.514 -4.455 -4.652 0.41
H -2.847 -3.183 -3.464 0.09
H -1.639 -2.847 -6.275 0.43
H -2.061 -1.502 -5.232 0.25
H -4.244 -2.104 -5.466 0.34
C -3.579 3.872 1.883 0.22
Cl -2.889 3.728 3.499 -0.10
Cl -4.935 5.004 1.918 -0.02
Cl -2.331 4.468 0.777 -0.07
Cl -4.152 2.292 1.305 -0.08
C -5.673 -7.455 -2.699 0.29
Cl -4.810 -8.276 -4.006 -0.11
Cl -6.454 -8.646 -1.660 -0.07
Cl -4.527 -6.503 -1.739 -0.04
Cl -6.899 -6.379 -3.386 -0.12
C 4.818 1.234 3.575 0.25
Cl 4.127 0.117 2.379 -0.08
Cl 6.480 1.607 3.130 0.09
Cl 3.869 2.718 3.591 -0.09
Cl 4.768 0.475 5.181 -0.17
C -4.952 -1.825 3.992 0.16
Cl -6.156 -2.911 3.293 -0.08
Cl -4.729 -0.423 2.936 0.01
Cl -5.488 -1.284 5.582 -0.08
Cl -3.406 -2.686 4.153 -0.08
C 4.769 6.268 -1.408 0.26
Cl 5.985 7.532 -1.598 -0.04
Cl 3.299 6.966 -0.711 -0.11
Cl 4.396 5.560 -2.985 -0.05
Cl 5.380 5.003 -0.338 -0.06
C -10.130 -8.216 0.536 0.31
Cl -10.594 -9.792 -0.113 -0.09
Cl -9.109 -7.376 -0.640 -0.02
Cl -11.581 -7.257 0.855 -0.10
Cl -9.228 -8.440 2.041 -0.10
C 10.165 0.601 1.074 0.25
Cl 8.769 0.637 -0.014 -0.09
Cl 9.781 1.496 2.551 -0.02
Cl 10.540 -1.071 1.496 -0.04
Cl 11.554 1.344 0.276 -0.09
C -4.665 5.616 -3.083 0.21
Cl -6.139 6.555 -2.850 -0.05
Cl -5.029 4.173 -4.046 -0.12
Cl -3.458 6.595 -3.925 -0.10
Cl -4.023 5.123 -1.508 0.03
C 8.711 2.406 6.847 0.28
Cl 7.403 1.349 6.298 0.01
Cl 8.997 3.656 5.627 -0.09
Cl 8.256 3.165 8.376 -0.10
Cl 10.185 1.455 7.072 -0.09
C 7.984 10.417 0.273 0.34
Cl 6.816 10.926 -0.958 -0.10
Cl 7.267 9.156 1.286 -0.07
Cl 9.432 9.783 -0.518 -0.09
Cl 8.418 11.803 1.278 -0.10
C -9.497 6.440 -0.659 0.26
Cl -10.845 5.610 0.127 -0.10
Cl -9.757 8.185 -0.590 -0.09
Cl -7.990 6.032 0.176 0.00
Cl -9.394 5.925 -2.349 -0.09
C 9.295 -4.440 3.696 0.30
Cl 8.833 -4.929 2.059 -0.10
Cl 8.435 -5.440 4.875 -0.11
Cl 11.037 -4.650 3.902 -0.09
Cl 8.874 -2.742 3.941 -0.01
C 6.540 4.193 -6.461 0.33
Cl 5.362 4.691 -7.683 -0.10
Cl 5.825 2.942 -5.430 -0.09
Cl 7.979 3.548 -7.257 -0.09
Cl 6.984 5.584 -5.469 -0.06
```

Properties
- Molecular weight: 2422.34 g mol⁻¹
- Gap between HOMO and LUMO: 7.52 eV
- Charge: +1

***

Number 1: electronic energy -2071.1225 Ha. Number 2: electronic energy -25751.9183 Ha.